140
Properties=species:S:1:pos:R:3:forces:R:3:mulliken_charge:R:1 method="wB97M-V/def2-TZVPD" relative_energy_kcal_mol=166.0 total_charge=-1 spin_multiplicity=1
S -0.088432 -0.707234 -0.846140 2.63 -1.67 2.89 1.062
F -1.291322 1.561176 -0.082380 0.03 0.13 -1.63 -0.206
F 0.238538 1.945846 -1.636240 -0.44 0.00 0.45 -0.220
F -1.562262 0.924346 -2.263070 -0.37 0.96 0.82 -0.222
O 1.206938 -6.526934 9.344800 -0.45 0.58 -2.61 -0.372
O 2.448818 -9.630784 1.615100 0.16 -0.15 -0.75 -0.518
O 0.485678 -9.959134 -0.589470 0.58 2.03 0.74 -0.519
O 9.768198 0.963276 4.148720 -0.69 -0.21 -0.70 -0.344
O -5.913642 6.604996 -6.553790 0.58 -0.85 0.43 -0.365
O 0.690548 -0.651384 0.437640 -1.05 1.08 -2.11 -0.691
O -9.932492 -3.526794 -1.463360 1.15 1.42 -1.51 -0.328
O 3.967098 9.058806 -4.544300 -0.61 -0.41 1.41 -0.305
O 6.026028 -4.268504 -2.163020 -1.99 0.12 2.57 -0.475
O 4.930918 -4.684004 -4.942260 0.37 -0.30 -0.96 -0.488
O -2.172152 -6.037594 -7.547740 -0.56 0.28 1.44 -0.506
O 0.773808 -1.190634 -1.944550 -1.54 1.28 0.39 -0.645
O -2.362512 6.368056 5.483570 0.03 -1.42 -0.24 -0.366
O -1.326362 -1.428914 -0.604670 -0.31 0.59 -1.08 -0.650
O -2.998822 -8.239944 -5.626900 -0.69 1.92 0.10 -0.502
N 2.265218 -4.146654 8.497460 1.03 0.40 -0.10 -0.795
N -5.976382 5.800276 6.422830 -0.18 0.41 1.16 -0.727
N -7.559602 -5.541104 0.620640 1.41 0.33 0.89 -0.676
N 7.054438 0.954276 3.384660 -0.32 -0.74 1.80 -0.710
N -2.457202 7.899186 -6.150410 -0.01 -0.55 0.11 -0.730
N 3.736038 6.230356 -5.522710 1.94 0.89 -0.06 -0.704
C 6.159458 -5.180154 -4.422120 -0.86 0.26 0.85 -0.264
C 6.671208 -4.287004 -3.330410 2.16 -0.94 -2.17 -0.535
C -8.749962 -5.183784 -0.044180 -2.88 -0.22 -0.86 0.356
C 5.884528 7.512716 -6.102140 -0.57 -0.98 -0.97 -1.332
C 0.241858 -7.545934 9.579970 1.06 -0.84 1.21 -0.846
C -5.908482 5.177416 -6.405070 -1.67 0.27 -0.64 -0.757
C 1.461368 -6.275844 7.920010 0.07 -1.76 -0.51 -0.832
C 4.715378 7.944436 -3.914290 -0.93 0.33 -1.06 -0.751
C -9.955782 -5.593304 0.912080 0.28 0.10 -1.38 -1.243
C 2.216128 -8.569794 0.678050 -1.81 -0.17 -0.41 -0.274
C -3.609362 6.390836 6.137330 -0.02 1.24 0.94 -0.844
C -3.967532 7.391966 -4.327620 -0.01 -0.24 -0.24 -1.240
C 5.032238 6.858466 -5.028280 -1.50 1.68 2.10 0.244
C 2.630228 -5.315464 7.715380 -0.18 -1.25 0.82 0.424
C -3.529922 -6.861864 -5.635980 0.62 0.11 -2.10 -0.530
C 10.084058 -0.106594 3.329090 1.34 -1.79 -0.17 -0.751
C 3.313818 9.879406 -3.509330 1.75 -0.10 -0.59 -0.749
C -5.501652 6.868226 4.372230 0.65 0.24 0.50 -1.414
C 0.758648 -8.695294 0.129660 -0.17 -0.53 0.76 -0.521
C 7.865038 1.902166 2.658430 0.76 -1.83 -0.35 0.518
C -0.715902 1.095536 -1.223510 1.10 -2.41 0.25 0.571
C 7.051328 3.157436 2.487690 0.91 0.91 -0.38 -1.438
C -2.548032 -5.739264 -6.180470 -0.33 -1.91 1.18 -0.240
C -4.891602 5.950156 5.477310 -0.63 -0.55 -2.14 0.727
C 9.324088 2.047496 3.362460 -1.65 1.24 0.42 -0.723
C -8.766242 -3.742864 -0.674880 -0.11 -0.92 1.90 -0.580
C -4.657382 7.209116 -6.763480 0.84 0.11 -0.01 -0.689
C 3.949648 -5.970124 8.185980 0.20 -0.72 -0.17 -1.346
C -9.707122 -2.711984 -2.703920 -0.59 -2.07 0.11 -0.734
C -1.723892 5.060996 5.411500 0.23 0.59 0.64 -0.696
C -3.499522 6.988346 -5.728840 -2.82 -0.06 -0.54 0.032
H -4.317492 -6.854134 -6.389480 -0.20 -0.50 0.05 0.267
H 2.821348 9.276786 -2.746170 -0.01 -0.06 -0.09 0.299
H -0.914332 4.947706 6.132520 0.14 0.66 0.43 0.264
H 5.534678 6.031466 -4.526560 0.39 0.16 -0.04 0.393
H 0.064698 -8.572504 0.961200 -0.01 -0.69 0.51 0.282
H -4.765792 4.933366 5.105270 0.34 -0.03 -0.52 0.214
H -10.122642 -4.917844 1.751130 0.04 0.14 -0.20 0.293
H -6.911982 4.866506 -6.695650 -0.32 0.19 -0.06 0.282
H 3.162208 6.981896 -5.877670 -0.23 0.14 -0.06 0.299
H -2.926912 8.742166 -5.852310 0.75 0.95 -0.28 0.358
H 6.110908 3.132586 1.937150 -0.28 -1.05 0.44 0.399
H 6.909418 3.512296 3.508490 -0.28 0.48 -0.18 0.364
H 2.839638 -8.590684 -0.215770 0.55 -0.13 0.31 0.285
H -9.831492 -6.598804 1.314110 0.73 0.01 0.17 0.368
H -4.927552 6.969156 -4.031510 0.28 -0.48 0.21 0.313
H -8.727492 -3.068644 0.180700 -0.18 0.53 0.00 0.306
H 7.604148 -4.792824 -3.081670 0.70 0.62 -0.09 0.279
H -5.321262 4.627916 -7.140820 0.83 0.26 0.34 0.332
H 4.118528 10.479816 -3.085000 0.16 -0.19 0.70 0.292
H 9.323738 -0.803204 2.975880 -1.08 0.80 -0.41 0.228
H -0.213732 -8.144944 8.791470 0.04 0.93 -0.87 0.359
H 4.857828 -5.489834 7.821790 -0.23 0.39 0.01 0.353
H -3.626552 5.901116 7.110970 0.68 -0.65 0.17 0.391
H 4.365378 -4.332924 -4.250510 0.09 -0.14 0.18 0.288
H -8.816552 -5.830874 -0.918790 -0.61 -0.11 -0.40 0.187
H 6.135808 0.833506 2.982610 -0.11 0.35 -0.18 0.273
H -6.545602 6.585366 4.237170 0.14 -0.09 -0.24 0.394
H 8.018088 1.281856 1.775310 0.69 1.24 -1.19 0.311
H -4.004512 -6.515974 -4.717710 0.40 -0.30 0.35 0.346
H 2.658108 10.677196 -3.858160 -0.33 -0.68 -0.88 0.267
H 3.283818 5.875086 -4.692420 -0.22 -0.15 0.02 0.265
H 6.816328 -3.320114 -3.812240 0.27 0.45 0.31 0.327
H 0.728178 -10.633744 0.049050 0.06 -0.22 0.09 0.309
H -6.764732 -5.049294 0.238030 0.33 -0.20 -0.04 0.242
H 6.781468 8.101076 -5.908670 0.12 -0.57 1.07 0.346
H -9.815722 -1.627664 -2.727570 0.17 0.04 1.13 0.276
H 5.597238 8.340406 -3.410670 0.37 0.08 -0.26 0.380
H -2.526672 -8.391684 -4.804920 0.09 0.16 0.11 0.298
H 1.994148 -4.641254 9.335310 -0.23 0.81 0.76 0.389
H -2.374182 4.240126 5.713830 -0.42 0.03 -0.77 0.310
H -5.873392 4.815886 -5.377370 0.93 0.21 0.09 0.279
H -4.193822 6.933346 -7.710670 -0.24 -0.38 -0.39 0.402
H -10.852522 -5.760664 0.315470 -0.29 0.73 -0.02 0.337
H -10.462942 -3.075734 -3.400000 -0.29 -0.03 0.19 0.271
H 5.316568 8.247966 -6.672160 -0.46 -0.48 -0.29 0.301
H -7.797582 -3.639614 -1.163900 -0.17 0.12 -0.72 0.338
H -4.159922 8.464846 -4.329800 0.05 0.23 -0.13 0.349
H 6.043168 -6.189054 -4.026260 -0.15 -0.26 -0.07 0.254
H -7.466922 -6.532494 0.451340 0.63 0.00 0.31 0.268
H -5.593462 5.581766 7.331520 0.04 -0.54 0.30 0.227
H -3.150722 7.232316 -3.623750 -0.30 -0.26 0.35 0.374
H 9.343058 2.864566 4.083670 -0.48 0.25 -0.07 0.366
H 2.324848 -7.653354 1.258070 -0.05 0.39 -0.52 0.274
H 4.099708 7.523876 -3.119200 -0.26 -0.22 -0.01 0.425
H -1.201462 4.953536 4.460910 -0.72 -0.15 -0.25 0.259
H 7.497138 0.053286 3.273640 -0.13 -0.21 0.42 0.191
H 1.422298 -3.730924 8.127670 -0.14 0.08 -0.12 0.296
H 10.713048 0.212966 2.498220 -0.08 0.01 -0.30 0.313
H -4.995472 6.990166 3.414620 0.17 -0.70 0.05 0.352
H 4.104988 -6.197974 9.240520 -0.52 0.70 0.31 0.282
H 3.986358 -6.982014 7.782450 -0.07 -0.08 -0.46 0.336
H 10.057928 2.326926 2.606480 0.12 -0.28 -0.32 0.384
H 2.762058 -5.198794 6.639690 -0.29 0.63 -0.02 0.333
H -3.015142 -4.774424 -5.982970 -0.37 0.15 -0.73 0.305
H -1.744402 7.727316 -5.455810 0.70 0.43 -0.07 0.274
H 0.427998 -7.816494 -0.423940 0.66 -0.31 -0.94 0.379
H -5.489072 7.889786 4.752200 -0.18 0.19 0.34 0.342
H 6.976788 -5.187694 -5.143240 -0.53 0.03 -0.64 0.290
H -8.785642 -3.006524 -3.206120 0.38 0.12 0.45 0.319
H 0.588718 -6.031074 7.314470 -0.63 1.15 0.72 0.443
H 6.132148 6.609886 -6.660430 0.39 0.58 -1.00 0.331
H 7.539408 3.893746 1.849150 0.68 0.31 0.48 0.330
H 5.144868 -3.892324 -2.223410 -0.11 0.19 0.04 0.324
H 1.648428 -7.205084 7.381840 0.70 -0.78 0.51 0.437
H -1.762502 -5.755634 -5.424980 0.99 -0.02 -0.58 0.257
H 10.650268 -0.879744 3.848470 0.59 0.51 0.69 0.289
H -0.528482 -7.192344 10.265280 0.01 0.07 -0.10 0.254
H -3.752442 7.426926 6.444140 0.03 0.42 -0.20 0.303
H -4.863442 8.273636 -6.875080 -0.07 0.18 0.30 0.357
H 3.380388 -9.847194 1.531730 0.03 -0.20 0.20 0.302
H 0.856628 -8.305224 10.063330 -0.38 -0.32 0.63 0.286
H -6.394372 6.702536 6.599770 -0.29 0.34 -0.18 0.264
H -1.532112 -5.394534 -7.861440 0.06 0.13 0.19 0.302
H -3.249132 5.936776 -5.868870 0.49 -0.01 0.53 0.428